1.
The following is a quantum chemistry calculation of a single C19H14FN3O2S molecule at a distorted geometry, from the Open Molecules 2025 dataset.

Cartesian coordinates (Å):
N1 5.71184 -2.84905 1.54759
C1 4.68648 -2.00321 1.24782
C2 3.48646 -2.14998 1.92532
C3 2.42195 -1.32395 1.58200
C4 2.54493 -0.29312 0.62747
C5 1.38410 0.54007 0.29032
C6 0.14426 -0.06309 0.07853
C7 -1.00423 0.69347 -0.12752
C8 -0.89959 2.07018 -0.24678
C9 0.38374 2.66347 -0.14198
C10 1.50520 1.93618 0.13854
F1 2.62093 2.65147 0.43937
C11 -2.14106 2.84621 -0.40431
O1 -2.06430 4.03162 -0.63370
C12 -3.38287 2.18143 -0.20690
C13 -4.68870 2.72341 -0.02092
O2 -5.02851 3.86947 0.12588
N2 -5.66534 1.75221 0.14107
S1 -5.04440 0.19922 0.25171
C14 -3.43555 0.82737 -0.10652
N3 -2.28205 0.04855 -0.23104
C15 -2.41742 -1.30176 -0.78886
C16 -3.05337 -1.51573 -2.12529
C17 -1.55141 -1.66920 -1.96850
C18 3.77463 -0.09911 -0.00516
C19 4.86358 -0.96089 0.29436
H1 5.61334 -3.41832 2.34305
H2 6.65764 -2.59255 1.26196
H3 3.41297 -2.93230 2.63969
H4 1.48336 -1.40364 2.13354
H5 0.06189 -1.17638 0.10687
H6 0.46901 3.72177 -0.32465
H7 -6.49378 1.98841 0.69401
H8 -2.60181 -2.10057 -0.03976
H9 -3.42732 -0.65184 -2.67630
H10 -3.60011 -2.44132 -2.31748
H11 -1.14923 -2.67631 -2.05523
H12 -0.99293 -0.90585 -2.46774
H13 3.89491 0.65133 -0.72734
H14 5.80274 -0.86769 -0.25313

Frontier orbital gap ... 0.2947 Ha
SMILES string ... Nc1ccc(-c2cc3c(cc2F)c(=O)c2c(=O)[nH]sc2n3C2CC2)cc1
DFT total energy ... -42047.409 eV
Lowest unoccupied orbital energy ... 0.05 eV
Net charge ... 0



2.
The following is a quantum chemistry calculation of a molecular structure, C19H15BF4IrN3O2S, from the Open Molecules 2025 dataset.

Cartesian coordinates (Å):
Ir1 0.33488 -0.84359 0.82170
O1 0.52220 -2.62169 1.64088
C1 -0.49306 -3.40998 1.88396
C2 -0.31087 -4.41841 2.85021
C3 -1.32006 -5.29725 3.12152
C4 -2.56338 -5.23174 2.44529
C5 -2.76699 -4.27686 1.50129
C6 -1.75363 -3.32350 1.19546
C7 -2.00949 -2.41122 0.16517
N1 -1.21386 -1.41013 -0.17198
N2 -1.47846 -0.75960 -1.32779
C8 -0.44635 -0.02193 -1.66680
O2 0.63837 -0.01359 -0.93765
C9 -0.45761 0.77895 -2.89565
C10 -1.50582 0.64928 -3.80562
C11 -1.50867 1.41336 -4.95920
C12 -0.47242 2.30438 -5.20689
C13 0.57253 2.43322 -4.30131
C14 0.58309 1.67234 -3.14506
H1 0.64285 -4.45804 3.35742
H2 -1.16846 -6.06610 3.86781
H3 -3.33969 -5.94476 2.68282
H4 -3.70725 -4.21660 0.96837
H5 -2.89125 -2.52098 -0.45738
H6 -2.30588 -0.04902 -3.60434
H7 -2.31771 1.31199 -5.66945
H8 -0.47741 2.89774 -6.11149
H9 1.38266 3.12089 -4.50351
H10 1.40059 1.75305 -2.44105
F1 3.14494 -1.20477 3.71364
B1 2.20719 -0.34434 3.28429
F2 2.20095 -0.43563 1.72507
F3 0.90996 -0.66759 3.61651
F4 2.48422 1.00353 3.45808
S1 -0.60368 1.17604 1.29770
C15 0.57522 2.41737 0.94664
N3 1.82258 2.35543 1.44665
C16 2.75344 3.30145 1.24120
C17 2.45132 4.41161 0.49613
C18 1.16239 4.52938 -0.02158
C19 0.22758 3.53525 0.19561
H11 2.05926 1.59016 2.08751
H12 3.71161 3.12628 1.70839
H13 3.19925 5.17272 0.33474
H14 0.89290 5.39789 -0.60785
H15 -0.76802 3.59501 -0.21946

Frontier orbital gap (alpha / beta) ... 0.2509 / 0.2092 Ha
DFT total energy ... -53731.531 eV
Lowest unoccupied orbital energy (alpha / beta) ... -4.74 / -6.10 eV
Multiplicity ... 2
Net charge ... +1



3.
The following is a quantum chemistry calculation of a molecular structure, C19H15Br30IN3O2P at a distorted geometry, from the Open Molecules 2025 dataset.

Cartesian coordinates (Å):
O1 3.99656 1.72008 3.25289
C1 3.47739 1.10711 2.28545
N1 3.14769 0.77698 1.04117
C2 2.37728 -0.50860 1.24852
C3 0.82704 -0.41244 1.16268
C4 -0.00402 -1.71982 1.41667
P1 -1.88792 -1.85837 1.41557
O2 -2.60660 -0.55621 0.57105
I1 -2.50617 -1.44360 3.80313
C5 0.78444 -3.02705 1.73036
C6 2.35364 -3.11883 1.81284
N2 2.92466 -4.40295 2.12263
C7 4.34682 -4.31725 2.16177
C8 5.16696 -3.01373 1.93635
N3 4.60646 -1.74293 1.62045
C9 3.17174 -1.82780 1.56858
H1 0.30322 0.57725 0.92008
H2 -3.46880 -0.28757 0.96517
H3 0.18716 -3.98812 1.94675
H4 4.92218 -5.28816 2.38276
H5 6.32225 -3.07857 2.03201
C10 5.13071 1.56295 -2.39249
Br1 6.12184 0.89069 -3.91995
Br2 3.30760 2.03070 -2.86418
Br3 5.19433 0.33387 -0.89175
H6 5.62270 2.48337 -2.07146
C11 8.91225 -5.85197 2.20332
Br4 9.12525 -6.45051 0.37106
Br5 10.61993 -5.47538 3.04323
Br6 7.69544 -4.34252 2.33116
H7 8.45919 -6.67362 2.75665
C12 -6.63321 -0.41323 0.13051
Br7 -8.56433 -0.33730 0.28313
Br8 -6.03191 0.04289 -1.65503
Br9 -5.75956 0.66991 1.48502
H8 -6.33988 -1.44671 0.31128
C13 -10.84891 0.50259 4.22298
Br10 -11.85571 2.06421 3.66538
Br11 -11.68156 -1.14426 3.62408
Br12 -8.99115 0.61006 3.67584
H9 -10.86055 0.48800 5.31189
C14 6.57644 3.83319 0.92371
Br13 6.26437 4.32809 -0.92478
Br14 4.91382 3.75278 1.91352
Br15 7.59106 2.18732 1.08256
H10 7.18498 4.62010 1.36793
C15 -8.53670 -2.35081 -4.35295
Br16 -7.69632 -0.83723 -5.23083
Br17 -7.38056 -3.14172 -3.01118
Br18 -10.27443 -1.88801 -3.62561
H11 -8.70266 -3.10908 -5.11636
C16 7.04142 0.42936 5.76133
Br19 8.03630 -0.91194 4.77232
Br20 8.01543 2.10245 5.88693
Br21 5.26083 0.68672 5.03316
H12 6.92259 0.05310 6.77666
C17 -7.26619 3.87548 -3.44961
Br22 -5.45761 3.64487 -2.78757
Br23 -7.55270 2.92343 -5.11579
Br24 -8.58961 3.40188 -2.11253
H13 -7.39382 4.93579 -3.66286
C18 -9.38246 -2.53089 -8.50884
Br25 -8.25382 -3.84254 -7.63173
Br26 -9.19761 -2.59670 -10.43850
Br27 -11.23447 -2.68964 -7.95476
H14 -9.03688 -1.54858 -8.18838
C19 7.37150 8.23009 -1.77566
Br28 8.18331 9.75646 -2.65510
Br29 8.53628 7.47579 -0.42032
Br30 5.61844 8.65584 -1.06272
H15 7.22874 7.46297 -2.53568

Frontier orbital gap ... 0.2601 Ha
DFT total energy ... -2147164.888 eV
Lowest unoccupied orbital energy ... -1.55 eV
Net charge ... 0